DFT (ωB97M-V/def2-TZVPD) results for a single CH3O3PS molecule.

Values from the calculation:
relative energy (zero: lowest compared OMol25 entry of this formula, charge and spin) = 805.78 kJ/mol
maximum force = 6.15 eV Å⁻¹

```
! RIJCOSX wB97M-V def2-TZVPD def2/J DEFGRID3
* xyz 0 1
C 1.31 0.44 -0.02
O -2.03 1.74 -0.10
O 0.32 -0.07 0.90
O 0.43 0.46 -1.15
P -1.92 -1.67 0.16
S -0.87 0.09 -0.15
H 1.49 1.53 0.34
H 2.05 -0.28 -0.09
H -0.77 -2.24 0.11
*
```


DFT (ωB97M-V/def2-TZVPD) results for a molecular structure, C35H33ClMnN4S2Si2.

Values from the calculation:
maximum force = 3.43 eV Å⁻¹
total energy = -124055.828 eV
<S²> = 6.47

```
! RIJCOSX wB97M-V def2-TZVPD def2/J DEFGRID3
* xyz 1 5
C -1.63 -0.48 5.18
C -2.35 0.02 4.05
C -2.23 -0.94 3.00
H -2.97 0.91 4.04
C -1.44 -2.03 3.47
C -1.07 -1.75 4.83
H -0.57 -2.43 5.51
H -1.60 -0.03 6.17
H -2.72 -0.89 2.03
H -1.24 -2.95 2.94
Mn -0.25 -0.20 3.53
Si 0.33 -0.02 0.73
C -0.55 1.50 0.12
C 0.10 2.33 -0.81
H 1.12 2.09 -1.12
C -0.55 3.43 -1.37
H -0.05 4.02 -2.14
C -1.84 3.76 -0.95
H -2.35 4.62 -1.39
C -2.48 2.98 0.03
H -3.49 3.24 0.37
C -1.84 1.86 0.56
H -2.36 1.24 1.31
C -0.33 -1.61 0.01
C -1.50 -1.57 -0.75
H -1.96 -0.60 -0.99
C -2.11 -2.75 -1.17
H -3.05 -2.70 -1.73
C -1.53 -3.99 -0.88
H -2.01 -4.92 -1.21
C -0.34 -4.04 -0.15
H 0.13 -5.00 0.07
C 0.26 -2.86 0.31
H 1.19 -2.90 0.89
H 1.77 0.08 0.42
Si 2.29 0.30 -4.09
C 1.63 -1.34 -4.66
C 0.76 -1.41 -5.76
H 0.52 -0.50 -6.32
C 0.19 -2.63 -6.12
H -0.50 -2.67 -6.97
C 0.52 -3.80 -5.42
H 0.06 -4.75 -5.70
C 1.45 -3.75 -4.38
H 1.75 -4.66 -3.86
C 2.02 -2.53 -4.01
H 2.78 -2.50 -3.22
C 1.18 1.67 -4.72
C -0.16 1.75 -4.29
H -0.55 1.03 -3.57
C -0.99 2.77 -4.79
H -2.01 2.83 -4.43
C -0.51 3.69 -5.72
H -1.15 4.48 -6.09
C 0.81 3.57 -6.19
H 1.18 4.26 -6.96
C 1.65 2.58 -5.69
H 2.68 2.48 -6.06
H 3.70 0.54 -4.52
Cl 2.54 0.18 -2.06
N -1.55 3.07 3.89
C -0.52 2.70 4.68
N 0.17 1.57 4.56
C 1.16 1.48 5.55
C 1.16 2.54 6.44
S -0.05 3.70 6.05
C 1.92 0.27 5.52
C 2.93 -0.20 6.34
S 3.41 -1.80 5.91
C 2.20 -1.78 4.64
N 1.50 -0.65 4.55
N 1.97 -2.88 3.90
H -1.95 3.98 4.07
H -1.75 2.59 3.02
H 1.85 2.60 7.27
H 3.35 0.39 7.15
H 2.56 -3.69 4.07
H 1.34 -2.87 3.10
*
```


DFT (ωB97M-V/def2-TZVPD) results for a molecular structure, C6H9F10HfNO3SSi2.

Values from the calculation:
maximum force = 8.16 eV Å⁻¹
total energy = -69011.702 eV

```
! RIJCOSX wB97M-V def2-TZVPD def2/J DEFGRID3
* xyz 4 1
N 1.10 3.07 1.60
C 0.72 2.09 2.69
C 0.80 0.60 2.11
Si -0.90 -0.27 1.84
O -2.23 0.52 2.50
Si -2.90 1.76 1.54
F -1.76 2.57 0.67
S -1.24 -0.86 -0.35
O -1.13 0.27 -1.26
O -2.63 -1.32 -0.35
C -0.17 -2.39 -0.82
F 0.16 -2.95 0.38
F -0.90 -3.31 -1.40
C 1.21 -2.07 -1.54
F 2.00 -1.28 -0.75
F 1.85 -3.24 -1.64
C 1.17 -1.43 -2.99
F 2.33 -1.79 -3.58
F 1.21 -0.06 -2.98
C 0.03 -1.93 -3.95
F -1.21 -1.55 -3.58
F 0.15 -3.26 -4.10
F 0.31 -1.41 -5.16
H 0.55 3.94 1.65
H 2.10 3.31 1.69
H -0.24 2.33 3.19
H 1.52 2.17 3.47
H 1.38 -0.01 2.86
H 1.38 0.63 1.15
H -0.80 -1.57 2.54
H -4.02 1.25 0.69
H -3.52 2.74 2.47
Hf 3.70 3.49 1.43
*
```


DFT (ωB97M-V/def2-TZVPD) results for a molecular structure, C12H14BrN4PdS.

Values from the calculation:
maximum force = 1.77 eV Å⁻¹
total energy = -102955.749 eV
<S²> = 6.06

```
! RIJCOSX wB97M-V def2-TZVPD def2/J DEFGRID3
* xyz 3 5
Pd -0.19 -0.80 -0.46
C 0.52 -4.98 3.81
C 0.03 -3.68 3.32
C -0.65 -2.78 4.16
C -0.98 -1.51 3.71
C -0.66 -1.19 2.41
Br -1.02 0.54 1.63
N -0.09 -2.05 1.55
C 0.25 -3.26 1.99
H -0.06 -5.30 4.68
H 1.56 -4.89 4.15
H 0.53 -5.76 3.04
H -0.91 -3.08 5.17
H -1.46 -0.79 4.36
H 0.72 -3.93 1.28
C 3.47 -2.38 -4.66
C 2.87 -1.77 -3.48
C 3.49 -0.97 -2.50
C 2.50 -0.65 -1.58
N 1.34 -1.24 -1.97
N 1.58 -1.89 -3.11
C 2.50 0.17 -0.34
H 4.55 -2.30 -4.62
H 3.12 -1.89 -5.58
H 3.16 -3.43 -4.78
H 4.53 -0.69 -2.47
H 0.84 -2.39 -3.60
H 3.50 0.56 -0.14
H 2.21 -0.45 0.53
H 1.83 1.04 -0.47
S -4.69 -0.25 -2.04
C -3.14 -0.52 -1.74
N -1.99 -0.67 -1.55
*
```


DFT (ωB97M-V/def2-TZVPD) results for a molecular structure, C35H43As2ClMgN3O10.

Values from the calculation:
relative energy (zero: lowest compared OMol25 entry of this formula, charge and spin) = 11.78 kJ/mol
maximum force = 0.57 eV Å⁻¹

```
! RIJCOSX wB97M-V def2-TZVPD def2/J DEFGRID3
* xyz -1 1
Mg -0.74 1.59 -1.05
C -0.70 4.48 -2.06
N -1.82 3.51 -2.03
C -2.84 4.11 -1.16
C -4.06 3.28 -0.76
C -3.74 1.92 -0.10
N -2.37 1.90 0.38
C -2.20 2.20 1.61
C -0.97 2.55 2.26
C -1.02 2.83 3.64
C 0.06 3.32 4.32
C 1.23 3.59 3.60
C 1.32 3.34 2.26
C 0.24 2.77 1.53
O 0.37 2.49 0.29
C -2.28 3.32 -3.41
C -3.09 2.06 -3.72
C -2.31 0.75 -3.68
N -2.06 0.33 -2.30
C -2.61 -0.75 -1.93
C -2.68 -1.24 -0.55
C -3.88 -1.87 -0.21
C -4.14 -2.25 1.09
C -3.19 -1.98 2.07
C -1.98 -1.38 1.74
C -1.70 -1.04 0.43
O -0.50 -0.48 0.06
H -1.03 5.44 -2.48
H 0.11 4.06 -2.65
H -0.33 4.63 -1.05
H -3.20 5.04 -1.62
H -2.33 4.40 -0.24
H -4.74 3.14 -1.61
H -4.61 3.90 -0.05
H -3.88 1.12 -0.83
H -4.45 1.73 0.72
H -3.09 2.27 2.26
H -1.96 2.64 4.16
H 0.00 3.51 5.39
H 2.09 4.00 4.12
H 2.23 3.54 1.71
H -1.39 3.28 -4.04
H -2.86 4.20 -3.72
H -3.47 2.18 -4.74
H -3.97 1.97 -3.08
H -1.35 0.87 -4.18
H -2.88 -0.03 -4.20
H -3.20 -1.32 -2.65
H -4.62 -2.04 -0.99
H -5.07 -2.74 1.35
H -3.38 -2.24 3.10
H -1.26 -1.14 2.51
Cl 0.76 1.60 -2.99
C -0.68 -3.79 -2.26
O -0.41 -3.05 -1.07
C 0.58 -2.15 -1.17
O 1.21 -1.99 -2.19
C 0.75 -1.35 0.12
C 0.96 -2.18 1.32
As 2.23 -3.60 1.21
C 1.62 -4.89 -0.16
C 3.61 -2.75 0.04
C 3.63 -1.51 -0.44
As 2.28 -0.07 -0.24
C 2.98 0.33 1.55
C 4.89 -1.01 -1.09
O 5.94 -0.97 -0.49
O 4.84 -0.58 -2.36
C 3.67 -0.86 -3.15
C 4.74 -3.69 -0.26
O 4.87 -4.23 -1.32
O 5.59 -3.98 0.74
C 5.64 -3.13 1.90
C 0.91 -1.53 2.57
O 0.39 -0.43 2.81
O 1.37 -2.27 3.65
C 1.28 -1.62 4.90
H -1.36 -4.59 -1.96
H 0.23 -4.19 -2.69
H -1.17 -3.15 -3.00
H 0.60 -5.19 0.10
H 2.28 -5.75 -0.08
H 1.66 -4.51 -1.18
H 3.10 -0.57 2.15
H 2.35 1.05 2.06
H 3.97 0.76 1.36
H 4.01 -0.80 -4.18
H 2.90 -0.11 -2.97
H 3.29 -1.85 -2.93
H 6.61 -3.31 2.35
H 4.85 -3.41 2.60
H 5.56 -2.09 1.62
H 1.72 -2.29 5.62
H 0.24 -1.41 5.17
H 1.81 -0.67 4.89
*
```


DFT (ωB97M-V/def2-TZVPD) results for a molecular structure, C5H19NO6.

Values from the calculation:
relative energy (zero: lowest compared OMol25 entry of this formula, charge and spin) = 55.82 kJ/mol
maximum force = 3.24 eV Å⁻¹

```
! RIJCOSX wB97M-V def2-TZVPD def2/J DEFGRID3
* xyz -2 1
C 2.31 -0.99 1.27
O 2.91 -0.67 0.06
C 0.80 -0.97 1.22
C 0.25 0.33 0.69
C -1.33 0.38 0.64
C -1.97 0.95 1.90
O -2.59 2.14 1.71
N 0.44 -2.16 0.31
H 2.72 -2.00 1.50
H 2.80 -0.35 2.02
H 0.26 -1.22 2.13
H 0.67 1.26 1.20
H 0.71 0.64 -0.26
H -1.50 0.94 -0.23
H -1.60 -0.69 0.51
H -1.20 0.98 2.70
H -2.77 0.27 2.32
H 1.28 -2.40 -0.24
H -0.29 -1.84 -0.28
H 0.30 -1.82 -2.67
H -0.18 -3.17 -2.32
O -0.58 -2.33 -2.52
H -0.61 1.28 -2.26
H -1.45 2.53 -1.70
O -0.98 2.15 -2.46
H -1.16 3.88 0.22
H -2.38 2.82 0.68
O -1.92 3.43 -0.25
H 2.24 -0.90 -0.98
H 2.76 -1.16 -2.76
O 2.06 -1.29 -2.15
*
```